Entry 1:
DFT (ωB97M-V/def2-TZVPD) results for a 7-piece molecular cluster, C5H28N3O6 overall.

Its LUMO energy is -2.905 eV. For the frontier orbital gap, the calculation gives 8.21 eV. As for the charge: +1. The calculation puts the relative energy (zero: lowest compared OMol25 entry of this formula, charge and spin) at 3.666 eV.

Geometry (Å):
O: -1.46 -0.77 3.18
O: -2.74 1.32 3.75
O: -0.77 -2.52 -0.95
O: -0.27 2.80 2.18
O: -0.54 -2.59 1.72
O: 0.90 -1.34 -3.75
N: 2.40 0.28 -1.28
N: -2.35 -0.90 -2.04
N: 3.82 1.30 0.47
C: -0.80 0.99 -1.81
C: 3.67 0.26 -0.57
C: 1.09 0.33 -0.39
C: -1.96 0.32 -1.09
C: 0.24 1.53 -0.83
H: 4.01 2.23 0.15
H: 1.66 -0.99 -3.19
H: -0.33 0.53 -2.64
H: -0.59 2.42 2.98
H: 0.49 -0.70 -0.46
H: -2.11 -0.52 -3.05
H: 1.54 0.41 0.65
H: -0.54 -0.95 3.53
H: -1.26 1.85 -2.36
H: -3.31 -1.24 -1.96
H: -0.25 2.21 -0.07
H: 0.99 2.27 -1.30
H: -0.55 -3.44 -0.89
H: -2.01 -0.16 -0.04
H: 3.15 1.29 1.24
H: 3.75 -0.76 0.01
H: -0.91 3.62 2.14
H: 2.38 0.97 -2.00
H: 1.19 -2.21 -3.85
H: -1.14 -2.69 2.56
H: -1.39 0.02 2.58
H: -3.27 0.97 3.09
H: 4.65 0.23 -1.17
H: -0.78 -2.32 0.00
H: -0.10 -3.39 1.72
H: -2.17 0.55 4.17
H: -2.88 0.93 -0.96
H: -1.77 -1.70 -1.85

=====

Entry 2:
DFT (ωB97M-V/def2-TZVPD) results for one molecule with the formula C6H8.

Its LUMO energy is -0.183 eV. For the frontier orbital gap, the calculation gives 7.87 eV. As for the charge: 0. The calculation puts the relative energy (zero: lowest compared OMol25 entry of this formula, charge and spin) at 5.157 eV.

Geometry (Å):
C: 1.37 0.21 0.75
C: 0.62 -1.05 1.01
C: 2.54 0.10 -0.27
C: -0.22 -0.13 0.53
C: -1.23 0.17 -0.24
C: -2.65 -0.27 0.01
H: 2.11 -0.12 -1.24
H: -2.91 -0.95 -0.92
H: 2.91 1.12 -0.45
H: -2.77 -0.81 0.91
H: -3.38 0.55 -0.06
H: -1.00 0.78 -1.07
H: 3.13 -0.75 -0.08
H: 1.46 1.16 1.11

=====

Entry 3:
DFT (ωB97M-V/def2-TZVPD) results for C16H27CuN5 as an isolated structure.

Its spin multiplicity is 2. Its LUMO energy (alpha / beta) is -5.623 / -6.901 eV. For the frontier orbital gap (alpha / beta), the calculation gives 10.20 / 9.22 eV. As for the charge: +2.

Geometry (Å):
Cu: -0.51 -0.75 -0.09
N: -0.86 -0.07 -1.85
N: -0.51 -2.42 1.05
N: -2.55 -0.57 0.15
N: 0.45 0.72 1.04
N: 0.94 -1.69 -1.17
C: 1.79 2.63 2.24
C: 0.00 0.43 -3.98
C: -1.85 -2.94 0.63
C: 2.57 2.00 3.40
C: -2.37 0.64 -3.49
C: -3.15 -0.23 -1.18
C: -2.11 0.17 -2.21
C: -1.29 0.80 -4.36
C: 0.77 3.65 2.77
C: 0.19 -0.02 -2.69
C: 1.04 1.56 1.56
C: 2.73 3.28 1.22
C: -2.92 -1.86 0.80
C: 1.45 -0.62 -2.06
C: 1.71 -2.38 -0.12
C: 0.68 -3.23 0.64
H: 1.14 -3.69 1.52
H: -3.07 -1.65 1.86
H: -3.67 -1.12 -1.56
H: 2.18 3.71 0.39
H: 0.19 4.10 1.96
H: 2.15 -1.63 0.53
H: 0.49 -2.39 -1.75
H: -2.76 0.19 0.79
H: 1.97 0.12 -1.46
H: 0.82 0.48 -4.68
H: 0.08 3.20 3.49
H: 3.46 2.56 0.84
H: 3.29 1.26 3.04
H: -2.14 -3.83 1.20
H: -3.87 -2.23 0.42
H: -3.91 0.54 -1.06
H: 2.50 -3.02 -0.51
H: 0.33 -4.05 0.01
H: 1.91 1.53 4.12
H: 2.13 -0.99 -2.83
H: -0.50 -2.27 2.05
H: 3.13 2.78 3.91
H: -3.38 0.86 -3.81
H: 3.28 4.08 1.73
H: -1.77 -3.23 -0.42
H: -1.47 1.16 -5.36
H: 1.31 4.45 3.28

=====

Entry 4:
DFT (ωB97M-V/def2-TZVPD) results for a 2-piece molecular cluster, C28H48N3O2S overall.

Its LUMO energy is -7.970 eV. For the frontier orbital gap, the calculation gives 2.24 eV. As for the charge: +1. The calculation puts the relative energy (zero: lowest compared OMol25 entry of this formula, charge and spin) at 15.685 eV.

Geometry (Å):
S: -6.16 0.65 1.73
O: 0.42 -2.49 1.30
O: 3.39 1.10 -0.17
N: 4.02 1.49 1.02
N: -5.33 2.14 2.16
N: -5.45 0.02 0.22
C: -1.21 -1.07 -3.35
C: 3.56 1.77 3.48
C: 5.71 2.55 -0.60
C: -4.83 -4.01 -0.89
C: -1.90 -3.38 0.81
C: 4.88 2.69 0.72
C: -0.38 -0.32 -2.14
C: 2.11 2.97 1.80
C: 5.96 2.80 1.83
C: -3.31 1.14 -1.25
C: 1.98 0.47 2.15
C: -3.27 -2.65 -2.56
C: -2.15 3.54 -0.37
C: 2.99 4.21 1.66
C: -3.21 3.58 0.92
C: -4.29 -4.74 0.47
C: -1.05 2.30 -2.71
C: -2.15 2.29 -1.48
C: 1.79 -2.59 0.75
C: -1.68 -2.62 -2.96
C: -4.28 2.35 1.06
C: 4.06 4.01 0.59
C: -3.86 -4.15 -2.20
C: 2.94 1.69 2.06
C: -4.39 1.11 -0.01
C: -0.32 -3.76 1.19
C: 0.13 1.18 -2.57
C: -2.66 -4.83 0.61
H: 1.40 3.13 2.62
H: 2.53 -0.46 2.32
H: 3.46 4.47 2.62
H: -0.52 3.37 -2.65
H: 5.74 3.61 2.54
H: 0.61 -0.97 -1.98
H: -0.94 -0.36 -1.11
H: 4.17 0.89 3.70
H: -0.99 -3.12 -2.16
H: 1.90 -1.70 -0.03
H: -4.84 -5.78 0.62
H: -2.38 -2.72 1.65
H: -1.57 -3.24 -3.98
H: 4.16 2.66 3.65
H: 3.56 4.03 -0.38
H: 2.77 1.80 4.24
H: -0.43 -1.20 -4.25
H: 1.27 0.59 2.97
H: 5.08 2.57 -1.50
H: 6.07 1.87 2.40
H: 2.04 -3.60 0.22
H: -1.83 -2.74 -0.17
H: 0.98 1.50 -1.80
H: 6.96 3.00 1.43
H: 0.04 -4.47 0.32
H: 2.63 -2.43 1.58
H: 1.37 0.34 1.24
H: 2.37 5.07 1.39
H: 1.51 2.86 0.89
H: 4.74 4.87 0.60
H: -1.58 2.28 -3.77
H: -4.57 -4.44 -3.12
H: -2.12 -0.44 -3.74
H: -4.66 -4.06 1.38
H: -3.37 0.27 -2.04
H: -3.99 -2.18 -3.35
H: -3.22 4.42 1.74
H: 0.63 1.07 -3.65
H: -2.45 -5.43 1.62
H: -5.15 -2.88 -0.66
H: -5.85 -4.55 -1.17
H: -3.05 -4.99 -2.14
H: 6.41 3.39 -0.71
H: 6.29 1.62 -0.61
H: -1.39 4.45 -0.43
H: -3.37 -2.00 -1.57
H: -0.37 -4.38 2.18
H: -2.12 -5.46 -0.23

=====

Entry 5:
DFT (ωB97M-V/def2-TZVPD) results for one molecule with the formula C3H6N4O.

The structure (SMILES) is [H]/N=C\NC(=O)/C=N/N. Its LUMO energy is -0.107 eV. For the frontier orbital gap, the calculation gives 9.18 eV. As for the charge: 0. The calculation puts the relative energy (zero: lowest compared OMol25 entry of this formula, charge and spin) at 4.907 eV.

Geometry (Å):
O: 0.38 -2.35 0.04
N: -1.08 -0.85 -0.90
N: 1.05 0.95 0.59
N: -1.99 1.39 -0.37
N: 1.93 1.68 1.30
C: -1.93 0.19 -0.88
C: 0.10 -1.04 -0.19
C: 1.17 -0.22 0.19
H: 2.12 -0.94 -0.08
H: -1.37 -1.68 -1.38
H: -1.29 1.55 0.47
H: -2.65 -0.22 -1.54
H: 1.70 2.63 1.58
H: 3.09 1.58 1.61

=====

Entry 6:
DFT (ωB97M-V/def2-TZVPD) results for a 6-piece molecular cluster, C18H53N4O7 overall.

Its LUMO energy is -2.948 eV. For the frontier orbital gap, the calculation gives 8.19 eV. As for the charge: +1. The calculation puts the relative energy (zero: lowest compared OMol25 entry of this formula, charge and spin) at 1.857 eV.

Geometry (Å):
O: 1.09 -3.00 -3.66
O: -0.88 3.86 -1.04
O: -2.28 1.53 2.92
O: -1.27 -4.96 1.59
O: 0.91 4.61 1.26
O: 0.21 0.76 0.46
O: 5.29 3.54 -1.93
N: 0.26 1.06 4.02
N: -4.09 -2.80 2.53
N: 3.07 0.43 -1.76
N: -1.80 -2.39 -5.83
C: 0.12 -3.31 -4.57
C: -0.35 5.15 -0.70
C: -0.42 -5.15 0.46
C: -1.29 -1.29 -3.67
C: -3.28 -3.98 2.66
C: 3.94 1.51 -2.29
C: 3.27 2.16 -3.45
C: 4.50 2.54 -1.25
C: -0.70 -2.07 -4.88
C: -2.24 -3.95 1.48
C: -0.23 5.33 0.83
C: 5.66 4.56 -0.96
C: 2.27 -3.83 -3.62
C: -0.89 0.68 4.74
C: -2.05 1.63 4.31
C: -3.49 2.25 2.54
C: -4.28 -5.13 2.70
C: -0.55 0.85 6.23
H: -1.73 -2.98 1.52
H: -2.74 -3.98 3.60
H: -1.82 2.66 4.58
H: -4.45 1.91 2.93
H: -1.05 4.93 1.42
H: -2.88 1.26 4.90
H: -3.67 -1.90 2.35
H: 1.03 0.47 0.06
H: -0.90 -5.37 -0.50
H: -1.45 -2.52 -6.77
H: 6.32 5.33 -1.35
H: -0.41 1.90 6.47
H: 4.76 5.02 -0.56
H: -1.92 -0.50 -4.08
H: -1.16 3.83 -1.96
H: 1.03 0.41 4.11
H: -1.87 -1.95 -3.02
H: -0.54 -0.71 -3.14
H: 6.26 4.14 -0.15
H: -1.22 -0.33 4.51
H: -3.68 -5.95 3.11
H: -1.41 0.56 6.84
H: -0.14 6.38 1.11
H: 0.11 -1.51 -5.35
H: 5.04 2.02 -0.46
H: 0.56 -3.76 -5.46
H: 4.75 1.03 -2.84
H: 3.91 2.94 -3.85
H: 2.61 -4.19 -4.59
H: 1.08 4.73 2.20
H: 3.69 2.99 -0.68
H: -3.39 3.29 2.84
H: 0.31 -5.93 0.65
H: -1.02 5.90 -1.13
H: 0.61 5.34 -1.18
H: 2.77 1.47 -4.13
H: 3.68 -0.06 -1.13
H: 2.81 -0.27 -2.44
H: 2.17 -4.68 -2.95
H: -4.59 -2.95 1.66
H: -2.07 -3.34 -5.63
H: -2.70 -3.88 0.49
H: -3.50 2.24 1.45
H: 3.11 -3.23 -3.26
H: -0.10 1.61 0.13
H: 0.32 0.25 6.49
H: 0.52 1.97 4.38
H: -0.56 -4.02 -4.10
H: 0.26 0.83 1.42
H: -4.70 -5.43 1.74
H: 2.42 2.62 -2.95
H: -5.10 -4.94 3.39
H: 0.12 -4.23 0.25

=====

Entry 7:
DFT (ωB97M-V/def2-TZVPD) results for C2HAgLiO3 as an isolated structure.

Its spin multiplicity is 2. Its LUMO energy (alpha / beta) is -0.915 / -1.038 eV. For the frontier orbital gap (alpha / beta), the calculation gives 4.50 / 7.27 eV. As for the charge: 0. The calculation puts the relative energy (zero: lowest compared OMol25 entry of this formula, charge and spin) at 0.000 eV.

Geometry (Å):
Ag: 0.72 2.24 -0.36
O: -0.85 0.72 0.24
O: -1.05 -1.52 0.13
O: 1.96 0.38 -0.08
C: -0.33 -0.44 0.22
C: 1.15 -0.61 0.12
Li: -0.68 -3.17 -0.36
H: 1.54 -1.62 0.34

=====

Entry 8:
DFT (ωB97M-V/def2-TZVPD) results for one molecule with the formula CH6N2P2.

Its LUMO energy is -0.087 eV. For the frontier orbital gap, the calculation gives 7.98 eV. As for the charge: 0. The calculation puts the relative energy (zero: lowest compared OMol25 entry of this formula, charge and spin) at 2.385 eV.

Geometry (Å):
P: -1.80 0.34 0.08
P: 0.43 -0.68 -0.41
N: -2.98 0.21 -0.90
N: 1.74 -0.50 0.66
C: 2.08 0.59 1.13
H: 1.68 1.58 1.03
H: 0.72 -0.08 -1.80
H: 0.58 -2.00 -0.91
H: 2.90 0.54 1.89
H: -3.31 1.03 -1.38
H: -2.05 -1.03 0.61

=====

Entry 9:
DFT (ωB97M-V/def2-TZVPD) results for a 2-piece molecular cluster, C6H7NS overall.

Its LUMO energy is -0.244 eV. For the frontier orbital gap, the calculation gives 8.37 eV. As for the charge: 0. The calculation puts the relative energy (zero: lowest compared OMol25 entry of this formula, charge and spin) at 4.604 eV.

Geometry (Å):
S: -2.57 1.50 0.12
N: -1.54 -2.87 -0.39
C: -1.68 0.47 -0.63
C: 0.21 0.04 0.11
C: 1.02 1.27 -0.17
C: 0.59 0.94 1.13
C: 0.55 -1.39 -0.20
C: -0.62 -2.22 -0.28
H: 2.03 1.11 -0.39
H: 1.18 -1.83 0.51
H: -1.83 0.03 -1.56
H: 1.11 -1.48 -1.09
H: 1.25 0.86 1.99
H: 0.57 1.94 -0.78
H: -0.27 1.65 1.62

=====

Entry 10:
DFT (ωB97M-V/def2-TZVPD) results for a 10-piece molecular cluster, C34H72NO16 overall.

Its LUMO energy is -1.649 eV. For the frontier orbital gap, the calculation gives 9.73 eV. As for the charge: +1. The calculation puts the relative energy (zero: lowest compared OMol25 entry of this formula, charge and spin) at 1.226 eV.

Geometry (Å):
O: -3.00 0.13 0.21
O: -2.53 3.62 -2.88
O: -0.92 -1.67 -1.95
O: 3.39 -0.82 1.95
O: 1.39 0.22 2.60
O: 1.86 -0.76 -2.62
O: 2.77 2.08 -0.12
O: -1.16 2.44 -1.42
O: 3.79 4.15 0.03
O: 0.24 -4.00 0.37
O: -0.45 -1.71 2.43
O: -0.82 1.48 2.53
O: 1.38 0.49 -4.43
O: 0.37 -1.95 4.55
O: -0.59 -6.03 -0.34
O: -0.76 3.74 2.32
N: 0.34 0.02 -0.05
C: 0.33 -0.51 4.92
C: 0.74 3.93 2.69
C: 2.95 6.31 -0.75
C: 0.61 -0.29 6.45
C: 3.62 2.83 0.29
C: -1.30 2.62 2.29
C: -1.72 3.51 -1.72
C: -0.40 0.24 -5.82
C: 2.89 4.83 -0.86
C: 2.43 -0.43 2.91
C: 0.49 -4.54 -1.94
C: -4.91 -0.57 -1.31
C: -4.10 -0.63 0.02
C: -4.58 -1.50 1.06
C: 0.32 -3.86 3.21
C: -1.68 4.67 -0.76
C: -1.01 -6.49 0.90
C: 3.08 -0.64 0.58
C: 2.10 0.11 -3.47
C: -2.82 2.71 2.12
C: 4.29 -1.21 -0.35
C: -1.75 -7.85 0.80
C: 4.66 2.40 1.33
C: 0.07 -4.79 -0.52
C: -2.86 2.54 -3.65
C: -2.25 -3.35 -3.19
C: 2.90 -0.78 4.29
C: -3.74 3.04 -4.81
C: 0.12 -0.18 -4.49
C: 3.51 0.73 -3.55
C: 0.05 -2.36 3.33
C: -1.70 -3.74 -0.71
C: 0.73 5.46 2.92
C: -1.59 -2.84 -1.92
H: 0.06 -0.18 -6.63
H: -4.59 -2.53 0.61
H: 0.25 6.12 2.13
H: -1.10 4.47 0.15
H: -1.39 -0.06 -5.91
H: -5.51 -1.37 1.51
H: -0.20 0.44 -0.88
H: 2.80 -1.82 4.15
H: -0.72 -0.17 4.44
H: 0.31 -1.26 -4.52
H: -2.39 -8.08 1.62
H: 1.88 4.50 -0.67
H: -0.06 -0.99 6.97
H: -2.47 -7.88 0.03
H: 1.05 0.77 0.38
H: -3.35 1.85 -2.96
H: -3.25 -3.43 -2.95
H: -3.97 -1.52 1.95
H: 5.28 -0.78 -0.24
H: -3.13 3.52 -5.62
H: 0.78 -3.47 -2.07
H: 2.45 6.62 -1.71
H: 2.96 0.41 0.39
H: -2.10 1.96 -4.08
H: 5.49 2.23 0.85
H: -2.24 -2.32 -3.83
H: -3.16 3.70 2.59
H: -4.88 -1.58 -1.51
H: 4.83 3.15 1.98
H: -0.32 -0.04 -3.72
H: 3.76 1.02 -2.53
H: 1.53 -0.32 6.89
H: 4.46 -2.30 -0.38
H: -4.35 2.29 -5.18
H: 1.25 -3.99 3.84
H: -1.11 -8.69 0.49
H: 2.20 -1.16 0.33
H: 1.72 5.84 3.09
H: -4.39 3.55 -4.32
H: -3.45 1.96 2.67
H: 4.01 -0.87 -1.26
H: 1.08 3.42 3.62
H: -0.27 -6.74 1.71
H: 3.20 1.61 -4.23
H: -1.97 -4.19 -3.65
H: 1.41 -5.17 -2.20
H: 2.17 -0.26 5.01
H: -3.18 2.62 1.23
H: 3.95 6.41 -0.47
H: 1.11 -0.13 4.23
H: 4.36 1.67 1.91
H: -1.07 5.56 -0.97
H: -0.50 -0.13 0.53
H: 1.43 3.77 1.96
H: 0.74 -4.03 2.27
H: -0.29 1.35 -5.97
H: -5.82 -0.38 -1.47
H: -0.58 -4.50 3.62
H: 0.36 0.70 6.57
H: -2.65 4.96 -0.72
H: -1.54 -4.77 -0.86
H: -1.18 -3.53 0.17
H: 0.20 5.72 3.79
H: 2.22 6.61 0.20
H: 3.98 -0.31 4.31
H: -1.68 -5.78 1.40
H: -4.50 0.04 -2.16
H: -0.27 -4.87 -2.70
H: -2.69 -3.85 -0.29
H: 3.06 4.63 -1.87
H: 4.26 0.13 -4.04
H: 0.93 -0.93 -0.49